1.
Below is a molecular structure, C22H29OPd at a distorted geometry, with properties calculated with ωB97M-V with the def2-TZVPD basis set.

```
! wB97M-V def2-TZVPD RIJCOSX def2/J DEFGRID3
* xyz 1 5
C 1.067 -2.142 1.128
C 2.025 -1.405 0.324
C 1.660 -1.580 -1.053
C 0.465 -2.337 -1.114
C 0.053 -2.646 0.215
Pd 0.069 -0.206 0.884
C -2.523 1.778 0.597
C -1.990 1.344 1.783
H -1.718 2.082 2.546
C -1.740 -0.050 2.079
H -2.445 -0.803 1.702
H -1.411 -0.250 3.105
C -2.780 3.221 0.303
H -2.313 3.876 1.044
H -2.390 3.501 -0.687
H -3.862 3.427 0.290
C -2.977 0.789 -0.437
H -2.499 -0.189 -0.300
H -4.066 0.629 -0.369
H -2.745 1.116 -1.460
C 3.242 -0.709 0.813
H 3.140 -0.430 1.866
H 4.138 -1.337 0.702
H 3.413 0.212 0.237
C 2.437 -1.048 -2.198
H 2.768 -0.017 -2.011
H 3.344 -1.643 -2.387
H 1.848 -1.041 -3.122
C -0.216 -2.775 -2.361
H -0.196 -1.994 -3.134
H 0.257 -3.665 -2.802
H -1.267 -3.029 -2.175
C -1.130 -3.453 0.599
H -2.027 -3.140 0.045
H -0.973 -4.518 0.377
H -1.346 -3.370 1.669
C 1.229 -2.533 2.558
H 0.250 -2.679 3.031
H 1.787 -3.480 2.649
H 1.768 -1.769 3.127
C 0.319 1.468 -0.376
C 0.439 2.680 0.231
C 0.234 1.347 -1.746
C 0.658 3.838 -0.543
H 0.403 2.692 1.329
C 0.469 2.489 -2.535
H 0.018 0.388 -2.207
C 0.706 3.728 -1.934
H 0.769 4.802 -0.040
H 0.448 2.386 -3.625
H 0.919 4.612 -2.544
O 1.289 1.189 3.445
C 0.983 0.643 2.483
*
```

Output
Molecular weight: 415.89 Da
Maximum force: 0.0675 Eh/bohr
Energy relative to the best compared isomer or geometry (same formula, charge and spin): 3.8 kJ/mol
Orbital gap (alpha / beta): 7.932 / 5.581 eV


2.
Below is a molecular structure, C22H30As2ClKO4Se2, with properties calculated with ωB97M-V with the def2-TZVPD basis set.

```
! wB97M-V def2-TZVPD RIJCOSX def2/J DEFGRID3
* xyz -2 1
K -0.830 0.230 1.365
C 0.288 -4.696 0.201
As 0.090 -2.836 -0.415
C 1.899 -2.603 -1.121
C -0.765 -3.173 -2.172
C -0.955 -4.458 -2.677
C -1.550 -4.662 -3.914
C -1.962 -3.574 -4.669
C -1.777 -2.292 -4.172
C -1.189 -2.071 -2.930
As -0.912 -0.252 -2.173
C 0.048 0.493 -3.705
C -2.671 0.495 -2.610
H 0.915 -5.302 -0.457
H -0.692 -5.161 0.309
H 0.757 -4.648 1.183
H 2.143 -3.408 -1.816
H 2.597 -2.581 -0.285
H 1.970 -1.636 -1.621
H -0.638 -5.320 -2.102
H -1.691 -5.670 -4.288
H -2.425 -3.723 -5.638
H -2.104 -1.446 -4.768
H -0.485 0.294 -4.637
H 1.049 0.065 -3.753
H 0.123 1.567 -3.534
H -2.929 0.356 -3.661
H -2.611 1.558 -2.380
H -3.434 0.034 -1.983
Cl -2.374 3.580 7.890
C -2.570 2.730 6.360
C -3.426 3.264 5.380
C -3.598 2.616 4.193
C -2.932 1.370 3.867
O -3.133 0.799 2.771
C -2.052 0.870 4.907
C -1.298 -0.360 4.772
O -1.253 -1.115 3.817
C -1.900 1.565 6.118
H -3.940 4.198 5.577
H -4.247 3.026 3.428
H -0.713 -0.619 5.683
H -1.232 1.160 6.871
O 4.022 0.223 -0.989
C 4.070 1.604 -0.676
C 2.781 2.193 -0.081
C 2.950 3.724 -0.092
O 2.779 4.316 -1.374
C 2.596 1.783 1.384
Se 2.472 -0.156 1.797
C 1.596 1.771 -0.954
Se -0.103 2.782 -0.718
H 3.648 -0.214 -0.191
H 4.288 2.129 -1.611
H 4.895 1.810 0.025
H 3.955 3.994 0.250
H 2.227 4.144 0.614
H 1.828 4.209 -1.563
H 1.688 2.259 1.759
H 3.432 2.184 1.964
H 1.399 0.718 -0.753
H 1.884 1.867 -2.000
*
```

Output
Molecular weight: 740.79 Da
Maximum force: 0.0031 Eh/bohr
Energy relative to the best compared isomer or geometry (same formula, charge and spin): 0.0 kJ/mol
Orbital gap: 5.532 eV


3.
Below is a molecular structure, C22H30AsCaCl2N2O6, with properties calculated with ωB97M-V with the def2-TZVPD basis set.

```
! wB97M-V def2-TZVPD RIJCOSX def2/J DEFGRID3
* xyz 1 1
Ca 1.154 0.322 -0.772
O -1.491 3.915 0.209
C -0.869 2.757 0.068
O -0.006 2.560 -0.771
C -1.319 1.698 1.015
C -2.248 1.864 2.020
C -2.524 0.749 2.817
C -1.890 -0.453 2.571
C -0.975 -0.524 1.520
N -0.705 0.537 0.789
C -0.230 -1.796 1.069
O -1.193 -2.449 0.235
O 0.896 -1.493 0.428
H -1.145 4.544 -0.443
H -2.733 2.815 2.185
H -3.238 0.834 3.625
H -2.092 -1.328 3.173
H -1.153 -3.395 0.419
C -1.265 0.559 -4.669
As -1.026 -0.183 -2.885
C -2.698 0.416 -2.078
C -1.391 -2.090 -3.209
C -2.761 -2.374 -3.741
C -3.818 -2.607 -2.863
C -5.098 -2.844 -3.341
C -5.341 -2.852 -4.707
C -4.295 -2.630 -5.591
C -3.015 -2.393 -5.110
H -2.231 0.245 -5.063
H -0.473 0.215 -5.333
H -1.231 1.646 -4.618
H -3.546 0.154 -2.708
H -2.652 1.499 -1.961
H -2.818 -0.056 -1.103
H -1.229 -2.575 -2.247
H -0.612 -2.434 -3.891
H -3.630 -2.610 -1.795
H -5.906 -3.029 -2.645
H -6.338 -3.041 -5.082
H -4.474 -2.650 -6.658
H -2.202 -2.239 -5.812
C 3.462 2.667 -1.260
C 3.649 2.398 0.213
O 2.583 1.549 0.657
C 2.616 1.260 2.073
C 3.539 0.114 2.415
H 4.220 3.363 -1.618
H 2.488 3.121 -1.455
H 3.568 1.756 -1.856
H 3.613 3.326 0.790
H 4.608 1.911 0.407
H 1.586 1.019 2.341
H 2.889 2.182 2.594
H 3.204 -0.802 1.931
H 3.532 -0.048 3.494
H 4.570 0.317 2.125
Cl 2.263 -1.974 -3.235
C 3.032 -2.463 -1.724
Cl 3.840 -1.061 -0.977
H 3.791 -3.205 -1.938
H 2.271 -2.786 -1.020
O 2.130 -3.312 2.995
C 1.097 -2.974 2.596
N -0.025 -2.659 2.247
*
```

Output
Molecular weight: 604.40 Da
Maximum force: 0.0061 Eh/bohr
Energy relative to the best compared isomer or geometry (same formula, charge and spin): 33.7 kJ/mol
Orbital gap: 7.635 eV


4.
Below is a molecular structure, C22H30BeF10N6Na2O10S at a distorted geometry, with properties calculated with ωB97M-V with the def2-TZVPD basis set.

```
! wB97M-V def2-TZVPD RIJCOSX def2/J DEFGRID3
* xyz 0 1
O -4.227 -0.236 1.400
C -3.119 -0.992 1.564
O -1.812 -0.438 2.031
C -3.204 -2.637 1.292
S -2.656 -3.429 2.930
N -2.383 -3.089 0.100
C -3.146 -3.001 -1.204
C -3.283 -1.474 -1.814
C -3.238 -1.467 -3.451
F -4.024 -0.278 -3.949
F -3.983 -2.663 -3.996
C -1.724 -1.319 -4.096
F -1.947 -0.882 -5.526
F -1.011 -2.645 -4.221
C -0.805 -0.146 -3.410
F 0.020 0.439 -4.533
F -1.609 1.024 -2.894
C 0.274 -0.673 -2.292
F -0.150 -1.865 -1.522
F 0.403 0.444 -1.283
F 1.667 -0.831 -2.855
C -1.993 -4.552 0.400
C -0.461 -5.004 0.706
C 0.060 -6.541 1.056
C -1.217 -7.622 1.008
C -2.666 -6.976 0.640
N -3.081 -5.570 0.372
H -4.338 -2.958 1.130
H -1.394 -2.876 3.199
H -4.254 -3.396 -1.029
H -2.663 -3.718 -1.992
H -4.378 -1.109 -1.510
H -2.544 -0.735 -1.287
H 0.366 -4.149 0.680
H 1.163 -6.840 1.303
H -1.058 -8.782 1.218
H -3.552 -7.777 0.575
Na 0.393 -2.432 1.380
C 2.070 1.150 5.511
C 2.450 0.353 4.280
O 2.154 -1.021 4.481
H 2.612 0.783 6.389
H 2.296 2.211 5.374
H 1.002 1.042 5.727
H 3.522 0.446 4.080
H 1.903 0.705 3.400
H 1.199 -1.093 4.649
C 3.737 1.561 0.460
N 4.433 1.081 1.684
O 4.159 -0.058 2.080
O 5.235 1.860 2.211
H 3.065 0.777 0.104
H 3.175 2.457 0.731
H 4.501 1.783 -0.289
Be -0.445 2.178 5.094
F -0.346 2.376 -0.261
C 0.836 4.809 -3.796
O 1.509 5.532 -4.515
N 0.710 3.487 -4.008
N 0.162 5.271 -2.727
H 0.161 2.876 -3.427
H 1.202 3.099 -4.802
H 0.230 6.261 -2.532
H -0.397 4.691 -2.124
N 2.093 6.815 3.840
C 3.073 5.856 3.832
C 2.470 4.633 3.646
C 1.077 4.862 3.533
C 0.873 6.218 3.653
H 2.246 7.807 3.963
H 4.113 6.126 3.960
H 2.977 3.678 3.597
H 0.307 4.117 3.379
H -0.033 6.808 3.623
C 3.360 0.907 -6.363
O 2.938 1.834 -5.630
O 2.634 -0.190 -6.199
O 4.307 0.861 -7.180
H 2.067 0.257 -5.538
Na -1.308 -1.768 -7.154
O -6.162 -3.366 1.234
H -6.589 -2.876 1.912
*
```

Output
Molecular weight: 815.55 Da
Maximum force: 0.1552 Eh/bohr
Orbital gap: 1.320 eV